CH8O3 | wB97M-V/def2-TZVPD

Each line ends with the Löwdin charge.
Geometry (Å):
H: -1.89864 3.12501 0.37406  0.0476
O: -2.36977 2.61573 -0.29524  0.0058
O: -0.55662 -3.52282 -0.27229  -0.0602
H: -1.76049 1.97518 -0.66899  0.0213
H: -1.21915 -4.05109 -0.71504  0.0428
O: 0.80879 1.35804 0.54921  0.2207
H: 0.35633 0.83884 1.24057  0.1693
H: 1.27370 -0.57975 0.20424  0.1302
H: -0.51312 -3.44681 0.67418  0.0208
H: 1.56905 0.67812 -1.21161  0.1750
H: 2.66515 0.59831 0.23278  0.1658
C: 1.64477 0.41124 -0.11188  0.0607

Its gap between HOMO and LUMO (spin up / spin down) is 10.01 / 3.45 eV. As for the spin multiplicity: 2. The value obtained for the HOMO energy (spin up / spin down) is -14.66 / -14.66 eV. The value obtained for the energy above the lowest of the compared OMol25 structures with the same formula, charge and spin is 0.629 eV. The calculation puts the calculated total energy at -268.17487 a.u. Its net charge is +1.

CH8O5 | wB97M-V/def2-TZVPD

Each line ends with the Löwdin charge.
Geometry (Å):
O: -0.29436 1.85945 -0.47454  -0.0441
H: 0.58117 -1.64932 0.95688  0.0261
H: -0.55220 1.19374 2.61325  0.0360
H: -0.73012 -1.94925 1.63965  0.0488
H: 0.08781 0.27523 -1.81022  0.0652
O: -0.01996 -1.30632 1.64209  -0.0577
O: 0.51822 -0.10852 -2.57648  0.0796
O: 0.98584 -1.79223 -1.18022  0.0667
H: -1.41247 0.23168 1.76804  -0.0069
H: 2.31467 -1.01904 -2.50396  0.1423
O: -1.45462 0.92679 2.41703  -0.0596
C: 1.31527 -1.03471 -2.04517  -0.3786
H: -0.86016 2.49055 -0.92619  0.0539
H: -0.47910 1.88196 0.47984  0.0283

Its gap between HOMO and LUMO is 11.69 eV. The value obtained for the HOMO energy is -11.13 eV. The value obtained for the energy above the lowest of the compared OMol25 structures with the same formula, charge and spin is 0.549 eV. The calculation puts the calculated total energy at -419.10406 a.u. The SMILES is O=CO.O.O.O. Its net charge is 0.

CH8Si3 | wB97M-V/def2-TZVPD

Each line ends with the Löwdin charge.
Geometry (Å):
Si: -1.25972 -0.47725 -1.22877  0.3238
Si: 0.21669 -1.82551 0.00618  0.1989
H: 1.13779 2.39095 1.30097  0.0109
Si: 0.77088 0.42441 -0.25779  0.2986
H: 0.15665 1.15965 2.06430  0.0113
H: 0.41743 -3.24036 1.48436  -0.0197
H: -2.58473 0.00710 -0.80014  -0.1292
H: 0.99932 -2.60586 -0.96912  -0.1641
H: -0.55595 2.23855 0.88617  0.0112
C: 0.34165 1.67628 1.12741  -0.3267
H: 1.88919 1.09547 -0.97856  -0.0813
H: -1.52920 -0.84343 -2.63503  -0.1338

Its gap between HOMO and LUMO is 8.13 eV. The value obtained for the HOMO energy is -8.71 eV. The value obtained for the energy above the lowest of the compared OMol25 structures with the same formula, charge and spin is 0.830 eV. The calculation puts the calculated total energy at -911.22577 a.u. Its net charge is 0.

CH9N2O | wB97M-V/def2-TZVPD

Each line ends with the Löwdin charge.
Geometry (Å):
H: 1.18212 0.79029 -0.20346  0.1669
C: 0.41026 -0.93967 0.37438  -0.2505
H: -2.18891 1.33383 -1.78627  0.0638
H: 0.96402 -1.86513 0.19957  0.1325
H: 0.11022 -0.66201 2.41098  0.0915
H: -2.24301 1.49094 -0.28205  0.0839
H: 1.65467 -0.20187 1.82009  0.0950
N: 0.67622 -0.36440 1.64677  0.0421
H: 1.15635 -0.36416 -1.50990  0.1708
O: -1.63592 1.38594 -1.02161  -0.0169
H: -0.64427 -1.20666 0.23643  0.1377
H: -0.11852 0.55580 -1.17864  0.1155
N: 0.67675 0.04711 -0.70630  0.1676

Its gap between HOMO and LUMO is 11.09 eV. The value obtained for the HOMO energy is -14.40 eV. The value obtained for the energy above the lowest of the compared OMol25 structures with the same formula, charge and spin is 0.481 eV. The calculation puts the calculated total energy at -227.99785 a.u. Its net charge is +1.

CH9N3O2 | wB97M-V/def2-TZVPD

Each line ends with the Löwdin charge.
Geometry (Å):
H: -2.41067 -1.44951 -2.38123  0.0256
H: 1.74347 0.10220 1.31446  0.0813
N: 1.69438 1.01176 0.87489  0.0931
C: 1.00243 0.92298 -0.35246  -0.5874
H: -1.27930 -2.47973 2.98991  0.0328
O: -2.09696 -1.52822 -1.47333  -0.0889
O: -1.47989 -1.62222 2.60076  -0.0506
H: 2.66446 1.25919 0.70705  0.0882
H: 1.19014 1.96502 -2.11435  0.0870
N: 0.53985 -0.16312 -0.85054  0.0939
N: 0.97105 2.07820 -1.14522  0.1075
H: 1.40182 2.79401 -0.57612  0.0782
H: 0.58368 -0.87810 -0.12731  0.0457
H: -1.45653 -0.81637 -1.35962  -0.0247
H: -2.42210 -1.66517 2.54886  0.0183

Its gap between HOMO and LUMO is 10.03 eV. The value obtained for the HOMO energy is -9.28 eV. The value obtained for the energy above the lowest of the compared OMol25 structures with the same formula, charge and spin is 0.739 eV. The calculation puts the calculated total energy at -358.24438 a.u. The SMILES is N=C(N)N.O.O. Its net charge is 0.

CH9N4P | wB97M-V/def2-TZVPD

Each line ends with the Löwdin charge.
Geometry (Å):
H: -0.75284 1.43448 1.85866  -0.0122
H: 2.52643 -0.81374 0.47155  0.0494
N: 1.32840 1.19122 -0.73863  -0.0876
H: 0.45332 1.68838 -0.84393  0.0148
H: 0.91578 -1.65506 0.72248  0.0521
H: -2.50074 -0.55123 0.22288  0.0523
P: 0.57506 0.09549 0.32592  0.4411
H: -2.00737 -0.30156 -1.57250  0.0896
H: 1.56713 0.53322 -1.50763  0.0618
C: -1.71547 -0.24203 -0.44955  -0.2901
N: 0.17628 1.31637 1.63067  -0.0454
H: 0.88676 1.15876 2.26882  -0.0132
N: 1.65526 -0.94063 0.98518  -0.0916
N: -0.48893 -0.87676 -0.16470  -0.2890
H: -1.68389 0.93127 -0.32872  0.0680

Its gap between HOMO and LUMO is 9.68 eV. The value obtained for the HOMO energy is -8.79 eV. The value obtained for the energy above the lowest of the compared OMol25 structures with the same formula, charge and spin is 1.199 eV. The calculation puts the calculated total energy at -603.84323 a.u. Its net charge is 0.

CH9N5 | wB97M-V/def2-TZVPD

Each line ends with the Löwdin charge.
Geometry (Å):
C: -7.85665 -1.01425 0.61025  0.2055
N: 8.70312 -1.23842 -0.34393  0.3457
H: -7.86882 -1.96432 1.01210  0.1025
H: -9.88682 -1.19803 -0.17947  0.2399
N: 10.93299 1.39978 0.35917  -0.0548
H: -8.66463 1.20597 -0.64811  0.1042
H: 10.70925 1.47280 1.44378  0.0833
H: 10.16543 1.66631 -0.29821  -0.0187
H: -7.17063 -0.21148 0.53238  0.1213
N: -8.98062 -0.67202 0.08072  -0.0324
N: -9.34550 0.58591 -0.34492  0.1356
H: 8.80889 -2.17952 -0.70991  0.2144
H: -10.10722 0.48494 -0.98330  0.1235
H: 11.83768 1.81477 0.00901  0.0464
N: 8.72355 -0.15246 -0.53957  0.3837

Its gap between HOMO and LUMO is 5.65 eV. The value obtained for the HOMO energy is -14.57 eV. The value obtained for the energy above the lowest of the compared OMol25 structures with the same formula, charge and spin is 4.637 eV. The calculation puts the calculated total energy at -316.52114 a.u. Its net charge is +2.

CH9NO2 | wB97M-V/def2-TZVPD

Each line ends with the Löwdin charge.
Geometry (Å):
H: 2.07850 -1.51489 0.94328  0.0415
H: -1.81178 3.17537 -1.59029  -0.0885
H: 0.80883 -0.96640 0.40030  0.0081
H: -0.48134 1.52712 0.56227  -0.0151
H: 0.11406 -3.61367 0.43200  0.0499
O: 0.06094 1.09708 -0.08556  -0.2407
N: 1.10334 -1.80854 0.90119  -0.0923
O: -1.87761 3.07506 -0.60266  -0.4548
H: -0.10417 1.37525 -0.97151  -0.0391
C: 0.95559 -3.02949 0.08730  -0.2092
H: -2.07509 4.03456 -0.45052  -0.0764
H: 1.88404 -3.59927 0.17357  0.0562
H: 0.88738 -2.71685 -0.96174  0.0602

Its gap between HOMO and LUMO (spin up / spin down) is 2.67 / 9.93 eV. As for the spin multiplicity: 2. The value obtained for the HOMO energy (spin up / spin down) is 0.87 / -6.44 eV. The value obtained for the energy above the lowest of the compared OMol25 structures with the same formula, charge and spin is 0.593 eV. The calculation puts the calculated total energy at -248.66712 a.u. Its net charge is -1.

CH9NO3 | wB97M-V/def2-TZVPD

Each line ends with the Löwdin charge.
Geometry (Å):
C: -1.75543 -1.34701 1.38228  -0.1073
O: 1.80223 0.52059 -1.68575  -0.0614
H: -1.48622 0.15829 -1.49983  -0.0125
H: -2.83744 -1.40564 1.29258  0.0620
O: -1.31286 0.32835 -2.44156  -0.0790
H: 1.40317 -0.35701 -1.57707  0.0371
H: 2.49871 0.41311 1.55138  0.0107
H: -1.33320 -1.57865 2.35796  0.0691
H: -0.83863 1.16145 -2.48297  0.0134
H: 1.99970 1.87268 1.84219  0.0353
N: -1.13885 -0.92955 0.36732  0.0263
H: 1.20638 1.25955 -1.58887  0.0148
O: 1.92028 0.94408 2.07118  -0.0506
H: -0.12782 -1.04026 0.41115  0.0419

Its gap between HOMO and LUMO is 11.12 eV. The value obtained for the HOMO energy is -10.55 eV. The value obtained for the energy above the lowest of the compared OMol25 structures with the same formula, charge and spin is 1.087 eV. The calculation puts the calculated total energy at -323.92765 a.u. The SMILES is C=N.O.O.O. Its net charge is 0.

CH9NO3 | wB97M-V/def2-TZVPD

Each line ends with the Löwdin charge.
Geometry (Å):
O: 0.95856 0.00443 0.49961  -0.0791
H: -0.13885 2.14043 -0.87614  0.0642
N: 0.66769 2.26053 -0.28601  0.0249
H: -0.50472 1.24473 1.11271  0.0956
H: -1.11371 -0.59893 -0.26761  -0.0102
H: -0.04488 -1.96351 -1.61086  0.0382
C: 0.53457 1.30674 0.81599  -0.3613
H: -1.93981 -1.35484 0.69515  0.0433
H: 0.74361 -3.11437 -1.11337  0.0470
O: -0.09777 -2.66328 -0.94314  -0.0601
O: -1.95994 -0.53018 0.19548  -0.0679
H: 1.71206 0.03259 -0.09944  0.0866
H: 1.10758 1.63065 1.68674  0.1119
H: 0.82009 3.18652 0.09042  0.0670

Its gap between HOMO and LUMO is 10.36 eV. The value obtained for the HOMO energy is -9.76 eV. The value obtained for the energy above the lowest of the compared OMol25 structures with the same formula, charge and spin is 0.455 eV. The calculation puts the calculated total energy at -323.95086 a.u. The SMILES is NCO.O.O. Its net charge is 0.

CH9NO4 | wB97M-V/def2-TZVPD

Each line ends with the Löwdin charge.
Geometry (Å):
H: -0.10323 2.96078 -1.18025  -0.0045
N: -0.14556 -0.29438 0.87390  0.1160
H: -0.94299 1.05287 2.19518  0.1270
O: 0.57288 -2.60972 2.23956  -0.0681
O: -1.14752 1.75024 0.25441  -0.0420
O: 0.22882 3.01058 -2.08153  -0.0656
H: 0.80430 -0.73338 -2.79884  0.0532
H: -0.16251 -0.94979 1.70597  0.0915
O: 0.47543 -0.96760 -1.91377  -0.0964
H: -0.40724 2.35192 -2.36790  0.0126
H: 0.03979 -0.04726 -1.73815  0.0689
H: 0.30576 -3.51360 2.36928  0.0426
H: 1.16238 -2.56200 1.44490  0.0775
C: -0.78763 0.90689 1.10357  -0.3576
H: 0.10732 -0.35556 -0.10632  0.0449

Its gap between HOMO and LUMO is 10.75 eV. The value obtained for the HOMO energy is -10.34 eV. The value obtained for the energy above the lowest of the compared OMol25 structures with the same formula, charge and spin is 1.404 eV. The calculation puts the calculated total energy at -399.19994 a.u. The SMILES is NC=O.O.O.O. Its net charge is 0.

CH9NO4 | wB97M-V/def2-TZVPD

Each line ends with the Löwdin charge.
Geometry (Å):
C: -0.72640 0.58020 0.32929  -0.3980
O: -1.16138 1.63008 -0.24060  0.0766
H: 1.85676 -0.51469 1.35627  -0.0581
H: 2.49627 -0.05832 2.75015  0.0224
O: -1.34087 0.61626 -2.36164  -0.1829
H: -0.55497 -1.40653 -0.02866  0.1168
H: -0.75388 0.82697 1.41843  0.2219
H: 2.30699 -1.91838 -0.11312  -0.0192
N: -1.22703 -0.62299 -0.06637  0.2555
O: 1.69302 -0.07141 2.22916  -0.1236
H: -1.28242 1.21367 -1.36847  -0.0185
H: 0.45551 0.47512 0.23273  0.2475
H: -1.64648 -0.44196 -1.01643  0.1128
H: -1.67307 1.02163 -3.15362  0.0143
O: 1.55796 -1.32964 0.03286  -0.2675

Its gap between HOMO and LUMO is 5.28 eV. The value obtained for the HOMO energy is -9.90 eV. The value obtained for the energy above the lowest of the compared OMol25 structures with the same formula, charge and spin is 8.031 eV. The calculation puts the calculated total energy at -398.95643 a.u. Its net charge is 0.

The lowest calculated total energy belongs to which entry? CH8Si3

Copy entry 3 word for word.
CH8Si3 | wB97M-V/def2-TZVPD

Each line ends with the Löwdin charge.
Geometry (Å):
Si: -1.25972 -0.47725 -1.22877  0.3238
Si: 0.21669 -1.82551 0.00618  0.1989
H: 1.13779 2.39095 1.30097  0.0109
Si: 0.77088 0.42441 -0.25779  0.2986
H: 0.15665 1.15965 2.06430  0.0113
H: 0.41743 -3.24036 1.48436  -0.0197
H: -2.58473 0.00710 -0.80014  -0.1292
H: 0.99932 -2.60586 -0.96912  -0.1641
H: -0.55595 2.23855 0.88617  0.0112
C: 0.34165 1.67628 1.12741  -0.3267
H: 1.88919 1.09547 -0.97856  -0.0813
H: -1.52920 -0.84343 -2.63503  -0.1338

Its gap between HOMO and LUMO is 8.13 eV. The value obtained for the HOMO energy is -8.71 eV. The value obtained for the energy above the lowest of the compared OMol25 structures with the same formula, charge and spin is 0.830 eV. The calculation puts the calculated total energy at -911.22577 a.u. Its net charge is 0.

The lowest net charge belongs to which entry? CH9NO2

Which of these has the highest net charge? CH9N5